2 unconnected molecules or ions with the total composition C7H12OS, computed with ωB97M-V/def2-TZVPD.

The total charge is 0. The frontier orbital gap (spin up / spin down) comes out at 0.32994 / 0.33000 Ha.

Each line ends with the Löwdin charge.
CARTESIAN COORDINATES (ANGSTROEM)
H1 3.666242 1.563604 -1.335209  0.102
H2 -3.889146 -2.180218 0.580296  0.097
H3 0.752186 -1.846596 -0.641832  0.056
S1 -2.164339 -0.496549 -0.583148  0.804
H4 -3.741408 -0.582359 1.443861  0.054
O1 -3.006803 0.547379 -1.151473  -0.528
C1 -3.100542 -1.299777 0.863599  -0.253
C2 -1.325714 1.245072 1.425525  -0.048
C3 1.142396 0.106017 -0.549135  -0.084
H5 -0.077572 -0.865851 -1.983090  0.072
C4 0.838617 -1.095271 -1.344768  -0.124
C5 -1.011281 0.452084 0.416988  -0.276
H6 4.203056 1.057536 0.278632  0.032
C6 2.071903 0.871238 -0.042771  -0.181
C7 3.522097 0.832837 -0.476541  -0.117
H7 1.688302 -1.317591 -1.998131  0.086
H8 -2.489076 -1.825395 1.525764  -0.001
H9 3.955854 -0.177781 -0.659982  0.084
H10 -0.667470 2.052564 1.774506  0.067
H11 1.950996 1.697522 0.800122  0.144
H12 -2.318305 1.261539 1.656793  0.014

Forces on the atoms, in the same order (eV/Å):
0.1 -1.1 0.9
1.9 2.3 -0.2
-0.8 -2.0 1.1
-0.1 -0.9 2.3
0.9 -0.2 -0.7
-1.2 0.7 -0.9
-3.4 -0.8 -1.2
2.6 0.3 -1.8
-3.4 1.0 2.2
1.3 -0.9 0.9
0.3 2.8 -2.2
3.3 -0.8 -0.9
0.7 1.3 1.7
0.7 1.5 1.6
-0.1 -0.7 -2.0
0.0 -0.1 -0.1
1.6 -0.4 1.0
-0.9 0.4 -0.9
-0.1 -0.7 0.2
-0.6 -1.9 -2.0
-2.7 0.3 1.1

***

C11H14N2O in the gas phase, computed with ωB97M-V/def2-TZVPD.

The SMILES is O=NN1CCC(c2ccccc2)CC1. The total charge is 0. The frontier orbital gap comes out at 0.36122 Ha.

Each line ends with the Löwdin charge.
CARTESIAN COORDINATES (ANGSTROEM)
C1 -0.278342 -1.232582 -3.605181  0.015
N1 0.312274 1.896772 2.166017  -0.172
H1 0.069863 0.658364 -2.712214  0.085
H2 -0.438678 0.080468 2.831947  0.122
H3 -1.617364 1.341391 2.923260  0.115
H4 -0.403781 -3.965309 -1.385773  0.129
C2 1.402405 0.227181 0.744887  -0.101
H5 1.476196 -0.618176 1.342736  0.086
N2 0.102778 3.223320 2.188619  -0.033
C3 -0.156933 -0.349328 -2.511212  -0.056
H6 2.166394 0.333942 -0.023875  0.126
H7 0.037816 1.459808 -0.403586  0.110
C4 -0.094260 -0.528518 -1.101844  -0.203
C5 -1.229970 0.619350 0.965801  -0.106
H8 -0.230438 -0.966595 -4.635949  0.083
H9 0.230640 -2.229508 0.132935  0.079
C6 1.589635 1.381295 1.778326  -0.145
H10 1.901086 2.337377 1.216385  0.144
H11 2.277971 1.113447 2.546315  0.104
C7 -0.048467 -1.826033 -0.751276  -0.066
O1 -1.072344 3.508863 2.394605  -0.079
C8 -0.536054 -2.584081 -2.933186  -0.097
H12 -0.833664 -3.397239 -3.587246  0.085
C9 0.076412 0.505250 -0.016216  -0.191
H13 -1.993857 1.267564 0.576291  0.117
H14 -1.705173 -0.306503 1.207709  0.104
C10 -0.821605 0.941515 2.324504  -0.155
C11 -0.182542 -2.892033 -1.672778  -0.099

Forces on the atoms, in the same order (eV/Å):
-1.0 -2.5 6.7
-1.3 0.3 2.2
0.0 1.5 -0.8
0.5 -0.5 0.3
-0.2 0.5 0.3
0.8 1.5 0.1
-0.8 3.7 -0.4
-0.2 -2.2 0.2
-0.9 -1.3 -0.1
0.6 1.4 -1.3
0.4 -0.6 0.3
0.8 2.2 -1.1
-0.3 -1.0 -0.9
0.7 -1.8 -1.4
-0.2 -0.1 -0.4
0.5 -0.3 3.5
-0.1 2.6 -3.2
0.8 -1.6 0.8
0.3 0.0 0.9
0.3 -2.2 -1.8
0.8 0.3 0.0
1.0 1.4 -5.1
0.0 -0.1 -0.1
-1.8 -2.4 1.5
0.0 0.5 -0.4
-0.6 -1.3 -1.2
1.8 2.1 0.7
-2.1 -0.1 0.6

***

A molecular structure, C14H15BeCl5N11, computed with ωB97M-V/def2-TZVPD.

The total charge is -1. The frontier orbital gap (spin up / spin down) comes out at 0.16924 / 0.17007 Ha.

Each line ends with the Löwdin charge.
CARTESIAN COORDINATES (ANGSTROEM)
H1 2.174756 1.634715 -0.235984  0.041
N1 -2.427368 0.330553 -3.853428  -0.097
C1 1.474002 -3.045484 -1.297170  -0.622
H2 1.352000 -0.409407 4.190461  0.111
N2 -1.752973 -0.768261 -3.624211  -0.106
H3 3.296204 -1.756146 3.354110  0.075
C2 -0.488700 1.810626 -0.635558  -0.250
C3 0.348800 2.262973 -1.710865  -0.185
Cl1 -3.931352 2.591340 -4.420623  0.593
C4 -1.948244 3.708065 -1.142030  -0.747
N3 0.648605 -3.230576 0.739857  -0.083
H4 2.886405 1.308698 1.428159  0.063
C5 -2.622722 2.454772 -3.253501  -0.775
C6 2.042428 1.257066 0.762900  0.079
N4 1.785793 -4.256158 -0.815761  0.013
H5 -0.638072 -0.494226 3.842597  0.114
N5 0.596408 0.103770 2.339498  -0.082
N6 -2.012995 1.340622 -3.094073  -0.011
Cl2 -2.578930 2.199065 1.038844  0.771
N7 -0.177934 0.576376 0.107914  0.056
H6 -0.780065 -2.425252 2.294969  0.049
H7 -1.549900 -1.454179 1.071633  0.050
H8 -1.415854 0.559198 2.711567  0.061
C7 -0.868820 -1.391291 -3.114114  -0.223
N8 1.253712 -4.302472 0.417317  -0.089
H9 -1.064614 0.389368 0.581185  0.061
C8 2.445797 -1.539829 2.704552  -0.073
H10 2.658176 -0.644224 -1.798926  -0.056
C9 -0.740270 -0.297630 2.776112  -0.216
C10 -1.553680 2.563940 -0.320951  -0.620
C11 -1.381178 -1.531912 2.148494  -0.083
C12 -2.368181 3.647447 -2.449466  -0.672
Cl3 -1.830854 5.218655 -0.277744  0.639
N9 1.750918 -2.569970 -2.512532  -0.231
H11 2.431540 0.555967 3.228413  0.101
C13 1.733369 -0.281464 3.177213  -0.212
Cl4 -2.706926 5.155560 -3.237957  0.650
N10 1.128168 2.101088 -2.549723  0.207
H12 -0.620409 -2.441377 -3.212733  0.023
C14 0.890035 0.696196 1.136289  -0.330
N11 0.765705 -2.361727 -0.323242  -0.077
Cl5 1.261271 -0.857951 -2.494668  0.758
H13 2.815939 -1.418137 1.685277  0.069
H14 -2.364601 -1.673876 2.602353  0.082
H15 1.776220 -2.398460 2.700389  0.052
Be1 0.308388 -0.916047 -0.664845  0.126

Forces on the atoms, in the same order (eV/Å):
0.0 -0.1 -0.1
0.1 1.1 0.4
-0.5 0.1 0.8
0.0 0.0 0.0
-2.3 -0.4 -1.6
0.0 0.0 0.0
-0.4 0.6 0.7
0.5 -2.0 -0.2
0.0 0.1 -0.1
0.0 0.0 -0.5
0.2 0.0 -0.2
0.0 0.0 0.0
-0.3 1.2 0.2
0.0 0.0 0.0
0.1 0.0 -0.2
0.0 0.0 0.0
0.1 -0.4 -0.1
0.2 -0.9 -0.1
0.1 0.0 -0.1
-0.3 0.2 -0.2
0.0 0.1 0.0
0.0 0.0 0.0
0.0 0.0 -0.1
2.4 -1.2 1.7
0.0 0.0 0.0
0.1 -0.1 0.1
0.0 0.0 0.0
0.8 0.2 -0.1
-0.1 0.2 0.1
-0.1 0.0 -0.6
-0.1 0.0 0.1
0.1 -0.4 0.5
0.0 -0.1 -0.1
-0.3 0.2 -0.5
0.0 0.0 0.0
0.0 0.0 0.0
0.0 -0.1 0.2
-0.2 1.0 0.2
-0.5 -0.4 -0.3
0.0 0.2 0.0
0.1 -0.3 0.1
0.3 0.6 1.0
0.0 0.0 0.0
0.0 0.0 0.0
0.0 0.0 0.0
-0.1 0.5 -1.2

***

A molecular structure, C3H8O3, computed with ωB97M-V/def2-TZVPD.

The total charge is 0. The frontier orbital gap comes out at 0.35662 Ha.

Each line ends with the Löwdin charge.
CARTESIAN COORDINATES (ANGSTROEM)
H1 -0.696153 -1.875445 1.140251  0.132
H2 -2.082383 1.334160 -0.439548  0.097
H3 -0.387502 -2.250924 -1.318678  0.098
H4 0.864448 -1.022492 0.325961  0.139
C1 -0.635654 0.177969 0.581594  -0.079
H5 3.024828 0.955863 -0.296731  0.069
C2 -0.995335 1.188047 -0.445203  -0.058
C3 -0.501737 -1.189180 0.313788  -0.278
H6 -0.722665 0.851480 -1.443836  0.086
O1 -1.010703 -1.641284 -0.910658  -0.034
O2 1.536175 0.032611 0.489679  -0.294
H7 -0.623925 0.480552 1.619005  0.127
O3 2.746948 0.814881 0.619597  -0.092
H8 -0.516341 2.143763 -0.235223  0.086

Forces on the atoms, in the same order (eV/Å):
0.2 0.1 0.0
0.1 0.0 0.1
0.0 0.0 0.1
0.0 -0.4 0.0
0.6 -0.3 -0.2
-0.2 -0.1 0.0
0.1 0.0 -0.1
-0.1 0.0 0.2
0.0 0.0 0.1
0.2 0.0 -0.2
-1.0 1.6 0.1
0.1 0.0 0.0
0.2 -0.8 -0.1
-0.1 0.0 0.0

***

A molecular structure, C46H54CoN8O2S, computed with ωB97M-V/def2-TZVPD.

The total charge is 0. The spin multiplicity is 4. The frontier orbital gap (spin up / spin down) comes out at 0.27766 / 0.29588 Ha.

Each line ends with the Löwdin charge.
CARTESIAN COORDINATES (ANGSTROEM)
H1 -3.512690 3.327593 4.000043  0.118
C1 -2.204036 0.448185 -6.670633  -0.010
H2 -0.031600 -2.969449 1.452404  0.091
N1 0.912199 -0.112189 -1.117540  0.030
C2 2.495989 -2.625735 1.805110  -0.063
C3 2.585689 0.753048 2.981612  -0.505
N2 -1.214886 -0.906832 1.155608  0.033
C4 2.722616 3.201499 -0.897022  -0.077
H3 0.990335 -5.132617 1.015828  0.074
H4 -0.008566 1.602983 -1.777021  0.077
H5 2.208053 -3.306163 1.001987  0.046
H6 5.704059 -2.112003 -0.254892  0.108
H7 -1.683699 4.555137 -0.656799  0.054
C5 3.216445 3.392751 1.562821  -0.075
C6 5.256239 -1.128328 -0.161882  -0.056
H8 2.044022 0.636518 5.725820  0.121
H9 2.361852 -3.166408 2.745358  0.092
H10 -4.280758 0.760862 -2.433461  0.075
C7 3.955598 -2.172252 1.646227  -0.342
C8 5.715616 -0.093681 -0.958232  -0.085
N3 -1.280137 -0.698117 -4.814123  0.154
C9 -1.775644 3.056092 1.466391  -0.739
H11 1.789596 -1.800065 1.816502  0.035
C10 0.580390 0.746089 -2.082762  -0.099
H12 -4.285992 2.138835 2.937013  0.115
H13 -4.363537 0.019233 1.231927  0.066
C11 -1.889706 -1.672513 0.151369  -0.155
H14 6.502699 -0.261745 -1.683048  0.099
H15 -0.105659 -0.208904 6.711827  0.110
H16 -0.528326 2.354554 -6.002684  0.107
H17 2.467266 4.264289 -0.884421  0.082
C12 -2.820207 -1.079687 -0.712031  -0.134
C13 -1.304674 0.371665 -5.612729  -0.271
H18 -0.768217 -4.854036 2.872035  0.079
H19 3.164874 4.483518 1.512135  0.081
H20 -2.237944 1.312565 -7.320100  0.109
H21 4.455607 -2.988566 1.119326  0.116
C14 3.644144 0.336405 0.886073  -0.150
H22 0.761153 -4.316149 -0.540089  0.075
C15 2.045497 -1.440975 -2.734217  -0.018
C16 -3.818105 4.056149 1.957110  -0.103
C17 -4.486586 0.498601 0.259181  -0.043
C18 -1.040289 -0.493844 4.801705  0.014
C19 -2.503851 4.898761 -0.032321  -0.052
C20 1.695131 -0.547848 -3.730442  -0.003
C21 -0.664537 -3.737837 1.008081  -0.374
H23 1.797382 2.639521 -0.762714  -0.012
C22 -0.856427 -0.343824 3.437535  -0.202
H24 -2.070563 -4.859182 -0.998457  0.106
C23 -2.272570 -3.797757 -0.919303  -0.036
C24 -1.801479 -0.865635 2.359694  -0.500
H25 -5.321853 0.012978 -0.253060  0.086
H26 -1.956813 -0.933131 5.170388  0.120
C25 -0.387527 1.498445 -5.351577  -0.028
H27 -1.807182 1.631077 2.935177  0.098
H28 -2.291314 5.914321 0.309990  0.094
H29 4.632210 3.424932 0.005060  0.126
H30 1.997641 -0.716625 -4.756540  0.126
N4 -3.036922 -1.697053 -6.068124  0.085
H31 5.556637 1.996538 -1.361824  0.112
N5 -2.234403 2.462954 2.572565  0.065
H32 1.881762 -1.864494 -0.630498  0.097
O1 -2.932288 -1.224071 2.695754  0.023
C26 -1.612640 -3.046538 0.047847  -0.130
C27 3.714165 2.868724 0.219154  -0.353
C28 4.672624 -2.049577 2.998065  -0.048
H33 3.128999 2.949901 -1.879853  0.078
H34 -2.087360 -5.199646 1.743302  0.084
H35 -0.322785 -5.617565 -0.044953  0.072
C29 -3.370134 1.081027 -1.919851  -0.059
C30 5.177081 1.162463 -0.780368  -0.051
H36 3.888501 3.113680 2.373593  0.077
H37 -3.781976 -0.628331 -7.662007  0.108
C31 4.156483 1.407122 0.140564  -0.121
C32 -2.141606 -1.670690 -5.084135  -0.186
S1 -0.306809 2.731361 0.695159  0.780
C33 -3.548126 2.939875 2.982653  -0.105
C34 -3.206960 0.375402 -0.572086  -0.370
Co1 0.529239 0.222374 0.935481  0.623
H38 -3.721335 -3.823066 -2.502271  0.102
H39 2.635933 -2.320930 -2.947574  0.114
H40 -4.206774 -1.414961 -2.311231  0.109
C35 -3.470583 -1.867930 -1.656182  -0.047
C36 -1.449386 -4.406046 2.143044  -0.041
H41 -2.090705 -3.687434 2.654010  0.070
C37 -0.001161 -0.096342 5.639712  -0.031
H42 2.218712 3.029158 1.805624  0.020
N6 2.461053 0.502614 1.671399  0.029
H43 4.571360 -2.983453 3.558149  0.077
H44 -2.113843 -2.531974 -4.425470  0.103
N7 0.256839 0.195620 2.969274  0.060
O2 3.584755 1.057212 3.629647  0.031
C38 0.241824 -4.755078 0.315834  -0.083
N8 -2.651950 3.996700 1.082301  -0.155
H45 -3.440554 2.162965 -1.773152  0.070
C39 1.628790 -1.191854 -1.440541  -0.092
H46 -3.425697 4.908191 -0.616853  0.091
H47 -4.754386 1.550389 0.401681  0.063
H48 -2.529571 0.877143 -2.585430  0.064
H49 5.736082 -1.854736 2.847053  0.085
C40 0.546052 1.591716 -4.407186  -0.027
H50 1.083418 2.533592 -4.335409  0.117
C41 1.189363 0.385282 5.113445  0.024
H51 4.274263 -1.233106 3.596171  0.062
C42 1.287986 0.500121 3.734839  -0.150
H52 -4.726558 3.880935 1.378742  0.116
C43 0.934921 0.567621 -3.408049  -0.206
H53 -3.896799 5.039478 2.425231  0.123
C44 -3.201548 -3.219970 -1.767447  -0.087
H54 -2.403856 0.871056 -0.029440  0.079
C45 4.239451 -0.945512 0.771845  -0.134
C46 -3.056517 -0.625323 -6.855394  -0.128

Forces on the atoms, in the same order (eV/Å):
0.0 0.0 0.0
0.0 0.0 0.0
0.0 0.0 0.0
0.1 0.0 0.1
0.1 0.0 -0.1
0.0 0.0 0.2
0.0 -0.1 0.0
0.0 -0.1 0.0
0.0 0.0 0.0
0.0 0.0 0.0
0.1 0.1 0.0
0.0 0.0 0.0
0.0 0.0 0.0
0.0 0.0 0.0
0.0 0.0 0.0
0.0 0.0 0.0
0.0 0.0 0.0
0.0 0.0 0.0
0.0 0.1 0.0
0.0 0.0 0.0
0.0 0.0 0.0
-0.1 0.0 0.0
0.0 0.1 0.1
-0.1 0.0 0.0
0.0 0.0 0.0
0.0 0.0 0.0
-0.1 0.0 0.1
0.0 0.0 0.0
0.0 0.0 0.0
0.0 0.0 0.0
0.0 0.0 0.0
-0.1 0.0 0.0
0.1 0.1 0.0
0.0 0.0 0.0
0.0 0.0 0.0
0.0 0.0 0.0
0.0 0.0 0.0
-0.1 0.0 0.0
0.0 0.0 0.0
0.0 0.0 0.0
0.0 0.0 0.0
0.0 0.0 0.1
0.0 0.0 0.0
0.0 0.0 0.0
0.0 0.0 0.0
0.0 0.0 0.0
0.1 0.0 0.0
-0.1 0.0 0.0
0.0 0.0 0.0
0.0 0.0 0.0
0.0 0.0 0.2
0.0 0.0 0.0
0.0 0.0 0.0
-0.1 0.0 0.0
0.1 0.0 0.1
0.0 0.0 0.0
0.0 0.0 0.0
0.0 0.0 0.0
0.0 0.0 0.0
0.0 0.0 0.0
-0.1 0.0 0.0
0.0 0.0 0.0
0.0 -0.1 0.0
0.0 0.0 -0.1
0.0 0.0 0.0
0.0 0.0 0.0
0.0 0.0 0.0
0.0 0.0 0.0
0.0 0.0 0.0
0.0 0.0 0.0
0.0 0.0 0.0
0.0 0.0 0.0
0.0 0.0 0.0
0.1 0.1 -0.1
0.0 0.0 0.0
-0.1 -0.1 0.0
0.0 0.0 0.0
0.0 0.0 -0.1
-0.1 0.2 -0.1
0.0 0.0 0.0
0.0 0.0 0.0
0.0 0.0 0.0
0.0 0.0 -0.1
0.0 0.0 0.0
0.0 0.0 0.0
-0.1 0.0 0.1
0.1 0.1 0.0
0.0 -0.3 0.0
0.0 0.0 0.0
0.0 0.0 0.0
0.1 -0.2 -0.2
0.0 -0.1 0.0
0.0 -0.1 0.0
0.0 0.0 -0.1
0.0 0.0 0.0
0.0 0.0 0.0
0.0 0.0 0.0
0.0 0.0 0.0
0.1 0.0 0.0
0.0 0.0 0.0
0.0 0.0 0.0
0.0 0.0 0.0
0.1 0.1 -0.1
0.0 0.1 0.0
0.1 0.0 0.1
0.0 0.0 0.0
0.0 0.0 0.0
0.0 0.0 0.0
0.0 0.0 0.0
0.1 0.1 0.0
0.0 0.0 0.0
0.0 0.0 0.0